{"formula": "AlB2H14O3", "method": "ωB97M-V/def2-TZVPD", "gap_ha": 0.149, "charge": 1, "e_lumo_ev": -9.9, "e_above_lowest_kcal_mol": 94.96, "elements": ["H", "O", "H", "H", "H", "O", "H", "H", "H", "H", "H", "Al", "H", "B", "H", "O", "H", "H", "H", "B"], "positions_angstrom": [[-2.891, -1.835, -0.678], [-1.945, -1.971, -0.622], [-1.839, -2.923, -0.629], [1.560, -3.277, 0.615], [-2.343, 1.033, -1.027], [1.626, -2.701, -0.148], [3.006, 3.143, -0.238], [-2.981, 2.233, 0.025], [-2.307, 2.718, -1.592], [-0.096, -2.724, 2.208], [1.452, 2.687, -0.820], [0.273, -0.050, -0.263], [0.918, -1.744, 2.757], [2.231, 2.400, -0.131], [2.548, 1.428, -0.477], [0.307, -1.874, 2.032], [2.164, -3.190, -0.771], [-1.236, 2.213, -0.354], [1.787, 2.368, 0.851], [-2.234, 2.066, -0.736]]}



{"formula": "AlB2H8", "method": "ωB97M-V/def2-TZVPD", "gap_ha": [0.263, 0.207], "s2": 1.76, "charge": 2, "e_lumo_ev": [-14.1, -16.1], "spin_multiplicity": 2, "elements": ["H", "B", "H", "H", "H", "Al", "H", "H", "H", "H", "B"], "positions_angstrom": [[-0.351, -2.067, -2.561], [0.125, 1.779, 1.297], [-0.852, -2.067, -0.874], [0.755, -1.616, -1.203], [-0.641, 1.424, 1.969], [0.496, -1.128, 1.352], [1.041, 1.445, 1.758], [-0.525, -0.526, -1.636], [0.022, 1.468, 0.269], [0.174, 2.855, 1.242], [-0.243, -1.567, -1.612]]}



{"formula": "AlF4N2O8S4", "method": "ωB97M-V/def2-TZVPD", "gap_ha": [0.264, 0.101], "s2": 0.76, "charge": 0, "e_lumo_ev": [-3.0, -7.4], "e_above_lowest_kcal_mol": 0.00, "spin_multiplicity": 2, "elements": ["O", "N", "O", "F", "S", "O", "O", "S", "F", "O", "O", "O", "S", "F", "F", "S", "N", "O", "Al"], "positions_angstrom": [[1.218, 0.225, -3.862], [0.792, -1.417, -1.693], [-3.201, 1.988, 2.625], [-0.330, 0.674, -2.068], [-0.561, 1.726, 1.580], [0.054, 2.456, 2.668], [1.963, 1.050, -1.736], [1.113, 0.106, -2.420], [0.645, 0.979, 0.807], [-1.876, 0.662, 4.303], [-1.202, 2.423, 0.459], [3.377, -1.457, -1.702], [-2.381, 0.810, 2.949], [2.012, -3.393, -1.271], [-3.432, -0.413, 2.838], [2.122, -1.992, -2.222], [-1.436, 0.239, 1.864], [2.088, -2.549, -3.567], [-0.967, -2.117, 0.447]]}



{"formula": "AlH2O2", "method": "ωB97M-V/def2-TZVPD", "gap_ha": 0.194, "charge": 1, "e_lumo_ev": -10.4, "elements": ["H", "O", "O", "Al", "H"], "positions_angstrom": [[-35.441, 5.781, 7.006], [-35.517, 4.874, 7.360], [-40.431, 4.715, 9.030], [-38.017, 4.425, 7.999], [-41.038, 4.232, 9.622]]}



{"formula": "ArH10O5", "method": "ωB97M-V/def2-TZVPD", "gap_ha": 0.381, "charge": 0, "e_lumo_ev": 0.1, "elements": ["H", "O", "H", "H", "H", "H", "H", "H", "O", "O", "H", "H", "O", "O", "Ar", "H"], "positions_angstrom": [[-2.409, 3.293, -1.924], [-2.531, 2.787, -2.728], [0.732, 0.143, 3.521], [-0.962, -1.315, 1.081], [3.254, 0.638, -1.917], [-0.706, -1.055, 2.550], [0.091, -1.285, -1.072], [1.400, -1.076, 2.922], [3.546, -0.194, -1.544], [0.706, -0.814, 3.526], [-1.098, -2.204, -1.255], [-2.936, 3.402, -3.340], [-1.411, -1.182, 1.916], [-0.390, -1.994, -0.646], [-0.047, 1.419, 0.051], [2.761, -0.564, -1.140]]}



{"formula": "ArH22O11", "method": "ωB97M-V/def2-TZVPD", "gap_ha": 0.347, "charge": 0, "e_lumo_ev": -0.7, "e_above_lowest_kcal_mol": 17.95, "elements": ["O", "H", "H", "H", "O", "O", "O", "H", "H", "H", "H", "H", "H", "O", "H", "H", "O", "O", "O", "H", "O", "H", "H", "O", "H", "H", "H", "O", "H", "H", "H", "H", "Ar", "H"], "positions_angstrom": [[-1.195, -2.622, -3.239], [-0.107, -0.282, 2.472], [0.767, 0.948, 2.354], [1.477, 3.195, 1.825], [-3.441, 1.493, -1.087], [0.031, 0.587, 2.849], [-3.656, -1.127, -1.995], [2.388, -3.182, -2.442], [-0.245, -2.672, -3.133], [2.443, 2.787, -1.616], [2.714, -2.060, 1.206], [-1.324, -2.468, -4.175], [0.025, 3.468, 2.152], [-2.919, 0.855, 1.895], [-1.049, -2.061, 1.355], [-2.860, -1.107, -2.526], [2.849, 2.023, -1.208], [-0.451, -2.117, 2.101], [2.365, 1.588, 1.660], [2.038, -2.442, -0.093], [0.767, 3.815, 1.658], [-2.274, 1.180, 2.523], [-3.693, 2.346, -1.440], [1.918, -2.459, 0.856], [2.759, 1.327, -1.859], [-3.676, -0.275, -1.560], [-3.186, 1.672, -0.182], [1.851, -2.469, -2.097], [2.989, 2.249, 1.961], [2.371, -1.681, -2.252], [0.422, -2.118, 1.708], [2.584, 1.455, 0.738], [0.255, 0.244, -0.448], [-2.939, -0.091, 2.040]]}



{"formula": "ArH28O14", "method": "ωB97M-V/def2-TZVPD", "gap_ha": 0.332, "charge": 0, "e_lumo_ev": -0.7, "e_above_lowest_kcal_mol": 23.04, "elements": ["H", "H", "H", "O", "H", "O", "O", "H", "H", "H", "H", "H", "H", "O", "H", "H", "H", "O", "H", "O", "O", "Ar", "O", "H", "H", "O", "H", "O", "O", "H", "H", "O", "H", "H", "H", "O", "O", "H", "H", "H", "H", "H", "H"], "positions_angstrom": [[-1.819, -1.895, 1.622], [1.481, 3.294, -1.392], [0.195, 3.815, -0.786], [0.974, 4.096, -1.266], [2.465, 1.986, -3.101], [3.268, 0.841, 1.075], [-0.719, -2.091, -2.342], [3.481, -0.966, 0.995], [2.545, -2.156, 1.000], [2.909, 1.083, -1.969], [-0.469, -3.511, 2.356], [-1.624, 1.483, 3.228], [-2.927, -0.722, -0.586], [3.424, -1.883, 1.261], [2.903, 1.110, 1.918], [3.971, 1.469, 0.906], [-1.842, 4.556, 0.551], [3.441, -0.653, -1.722], [-2.477, 3.559, -0.394], [0.296, 0.375, -3.412], [1.258, -2.686, -0.306], [0.068, 0.593, 0.143], [-3.045, -0.737, -1.536], [-3.926, -1.089, -1.663], [0.720, 0.861, -2.704], [-1.610, 1.961, 4.058], [-3.315, -0.002, 1.997], [-2.640, -1.534, 1.288], [-3.758, 0.789, 2.305], [3.252, -1.180, -2.499], [-0.097, -0.383, -2.980], [-1.661, 4.031, -0.228], [-1.636, -1.982, -2.089], [0.595, -2.972, 0.323], [0.760, -2.247, -0.995], [2.428, 1.890, -2.149], [-0.321, -2.574, 2.227], [-4.578, 0.812, 1.810], [0.347, -2.345, 2.872], [2.834, -0.980, -1.058], [-1.347, 1.307, 4.706], [-0.633, -3.024, -2.537], [-3.170, -2.301, 1.071]]}



{"formula": "ArH28O14", "method": "ωB97M-V/def2-TZVPD", "gap_ha": 0.293, "charge": 0, "e_lumo_ev": -0.9, "e_above_lowest_kcal_mol": 39.50, "elements": ["H", "H", "O", "O", "O", "H", "H", "H", "O", "O", "H", "H", "O", "O", "H", "H", "H", "H", "H", "H", "O", "H", "H", "H", "O", "H", "H", "O", "O", "H", "H", "O", "H", "Ar", "H", "O", "H", "H", "H", "H", "O", "H", "H"], "positions_angstrom": [[3.106, -0.265, -1.049], [3.768, -1.427, -0.339], [-2.708, 0.920, -2.679], [-0.718, 3.268, 1.724], [2.289, 3.578, 1.419], [-1.815, 1.192, -2.895], [-2.973, -1.623, 0.662], [-0.300, 0.036, 3.178], [0.882, -2.236, -2.443], [-0.893, 0.288, 2.470], [-0.674, 1.201, 2.287], [-1.986, -1.205, 1.731], [-2.573, -1.918, 1.480], [1.497, -3.761, 0.299], [-0.642, 3.569, 2.630], [0.679, 2.375, -3.099], [2.030, -2.967, 0.280], [-0.827, -2.711, -2.413], [3.176, 0.223, 0.682], [2.792, -1.538, 3.416], [-3.219, -1.370, -1.039], [1.257, -1.789, -1.684], [-2.903, -2.061, -1.621], [1.421, -3.019, -2.551], [3.205, 0.939, 1.317], [-3.264, 1.792, 0.501], [1.339, 3.463, 1.440], [2.141, -0.836, 3.419], [-4.039, 2.272, 0.791], [2.641, 2.692, 1.503], [-3.203, 1.738, -2.635], [2.918, -1.010, -0.478], [-0.457, 2.597, -4.076], [0.205, 0.095, -0.092], [-3.704, 2.912, 1.419], [-0.148, 1.996, -3.398], [2.434, -0.234, 2.734], [4.133, 1.162, 1.384], [-2.920, -0.557, -1.446], [-1.138, 3.995, 1.264], [-1.620, -3.234, -2.300], [2.121, -4.473, 0.157], [-1.309, -4.069, -1.951]]}